Formula: C8H9F5I2MnO5STeTi
Source: OMol25
Level of theory: ωB97M-V/def2-TZVPD

Last column: Mulliken spin population.
Geometry (Å):
1 I 4.4642 -1.2559 0.7852  0.508
2 I 4.0392 1.1933 1.5590  0.473
3 Mn -0.6966 1.7819 0.0005  3.053
4 Ti -0.4901 -0.5955 0.9286  0.961
5 S 0.8729 0.3652 -0.6621  0.098
6 C -2.4398 -0.6776 0.1870  -0.029
7 C -1.0096 -2.5962 1.6786  -0.007
8 C 0.4592 0.0164 -2.5903  -0.015
9 C 1.3622 0.9978 -3.3334  -0.003
10 C -1.0039 0.2634 -2.8907  0.012
11 C 0.8322 -1.4445 -2.7743  0.002
12 C -1.0980 2.1955 1.7047  -0.186
13 C -2.2880 2.0561 -0.7359  -0.121
14 O -1.5528 -3.4540 2.2284  0.028
15 O -3.4632 -0.8861 -0.3409  0.060
16 O -1.8032 2.5455 2.5649  0.100
17 O -3.2401 2.6166 -1.1481  0.072
18 H 1.2727 0.8450 -4.4188  -0.001
19 H 2.4203 0.8707 -3.0725  0.000
20 H 1.0695 2.0427 -3.1354  0.000
21 H -1.2142 -0.0065 -3.9351  0.001
22 H -1.2707 1.3183 -2.7632  -0.006
23 H -1.6491 -0.3485 -2.2474  -0.003
24 H 0.7429 -1.7237 -3.8315  0.000
25 H 0.1392 -2.0954 -2.2197  0.002
26 H 1.8625 -1.6564 -2.4636  0.001
27 F 0.6125 1.5467 4.4285  0.000
28 Te 0.5234 -0.3338 4.4570  0.002
29 F 2.3744 -0.3967 4.1139  0.007
30 F -1.3527 -0.3428 4.7380  0.000
31 F 0.4964 -2.2120 4.2349  -0.001
32 F 0.8293 -0.4647 6.3477  0.000
33 O 0.1993 -0.1645 2.6060  -0.012

Energy ... -120979.842 eV
Total charge ... +4
Spin multiplicity ... 6
Relative energy (zero: lowest compared OMol25 entry of this formula, charge and spin) ... 0.00 kJ/mol
Frontier orbital gap (spin up / spin down) ... 5.04 / 4.80 eV
HOMO level (spin up / spin down) ... -22.663 / -22.454 eV
Expectation value of S² ... 8.8032